Entry 1:
Density functional theory data (the ωB97M-V functional and the def2-TZVPD basis) for a gas-phase ion, C9H16N2O (charge +2) in a non-equilibrium geometry.

```
28
Properties=species:S:1:pos:R:3:forces:R:3:lowdin_charge:R:1
O 0.825548 -1.178581 -0.048993 -2.2247 -2.2218 2.3138 0.200
C 1.555007 -0.613908 -0.716976 4.5784 0.1033 -4.6811 -0.181
N 1.543418 0.826309 -0.812661 -0.2652 2.6017 0.2662 -0.152
C 0.707412 1.416467 0.251523 -0.8772 0.7800 -0.8466 -0.098
C -0.751107 1.210267 -0.073204 0.5898 0.4012 1.1523 -0.126
C -1.632249 0.645203 1.099485 -0.0832 3.9563 -1.1875 -0.093
C -1.244247 -0.486407 1.906311 -1.5235 -2.3042 -4.8712 0.070
N -1.495651 -1.584316 1.282740 -0.2806 0.0505 1.4881 -0.069
C -1.421812 -2.985502 1.387859 0.9252 -1.9780 -1.3401 -0.002
C -2.112821 -2.285025 0.175488 -0.3754 -0.3502 0.0033 0.006
C 2.822550 1.444137 -1.230639 -0.8698 4.4759 0.5857 0.017
C 1.543158 1.604683 -2.102447 4.3146 -2.6698 -2.2944 0.055
H 2.446169 -1.000144 -1.409612 -1.8285 0.1947 1.3441 0.220
H 0.876164 2.439930 0.555515 0.6434 0.6183 -1.1577 0.163
H 0.983387 0.968393 1.117970 0.7972 -2.0097 2.5667 0.104
H -0.937969 0.563109 -0.859280 0.3200 -1.4361 -1.7993 0.093
H -1.070442 2.176111 -0.463202 -0.9258 -0.0486 0.5701 0.142
H -1.624958 1.507005 1.745098 -1.0741 0.3824 0.5193 0.132
H -2.542814 0.547549 0.458252 -0.0120 -0.3548 1.6817 0.162
H -0.780341 -0.562326 2.817501 0.9692 0.2334 2.2603 0.150
H -2.089337 -3.646303 1.969468 0.4864 1.0433 0.3862 0.147
H -0.315592 -3.358272 1.276430 -2.3921 0.5069 -0.0985 0.175
H -1.716214 -2.402959 -0.824187 1.0576 0.6386 0.1768 0.121
H -3.210175 -2.130366 0.009869 0.8071 -0.4871 1.1864 0.158
H 3.689619 0.901713 -1.462917 0.4012 -1.7017 -0.7860 0.110
H 3.269778 2.344045 -0.603472 -1.8175 -1.7268 -1.0530 0.194
H 1.097325 2.531787 -2.288868 -1.1302 1.3711 1.1889 0.119
H 1.586194 1.107402 -3.157052 -0.2103 -0.0688 2.4253 0.183
```
Forces are in eV/Å.

## Properties
Strongest force on any atom (eV/Å): 6.55
E_LUMO (eV): -7.7686
HOMO-LUMO gap (eV): 10.99
Total charge: +2
SMILES: O=C[N+]1(CCCC=[N+]2CC2)CC1
Relative energy (zero: lowest compared OMol25 entry of this formula, charge and spin) (kJ/mol): 248.6
HOMO (eV): -18.7630
E_tot (eV): -14597.871



Entry 2:
Density functional theory data (the ωB97M-V functional and the def2-TZVPD basis) for 11 unconnected molecules or ions with the total composition C39H71ClF9N12O11S3 in a non-equilibrium geometry.

```
146
Properties=species:S:1:pos:R:3:forces:R:3:lowdin_charge:R:1
C 0.408505 0.742409 -0.319637 0.3761 -1.5139 0.9018 0.049
C 0.517802 -0.774168 -0.015792 -3.5843 -1.0083 -0.7999 -0.330
O -0.358670 -1.609543 -0.219118 2.8711 2.2830 0.4882 0.134
N 1.715414 -1.233433 0.771092 0.4615 -1.3455 0.8015 0.106
H 2.555908 -1.081772 0.231956 0.6053 0.1709 -0.5057 0.182
H 1.825833 -0.641695 1.582106 0.0311 0.6509 0.4877 0.182
C 1.711225 -2.697542 1.296517 0.0475 0.9059 -0.1573 0.047
H -0.455678 0.881422 -0.969232 0.4289 0.0636 -0.1429 0.104
H 1.353360 1.210551 -0.595691 -0.0983 -0.1744 -0.5399 0.103
H 0.187564 1.205183 0.642195 -0.2407 0.0400 0.2370 0.105
H 1.773005 -3.344172 0.421215 -0.5880 -0.0165 0.3212 0.104
H 0.867107 -2.779359 1.981252 -0.2752 -0.2926 -0.6956 0.107
H 2.577739 -2.884607 1.930772 0.2925 0.5728 -0.2962 0.104
C 8.086673 5.600928 -4.042297 -0.5006 -0.6768 -1.4139 0.036
C 9.439129 5.068065 -4.470803 1.1528 3.2657 2.1796 -0.347
O 10.458608 5.725432 -4.371571 -2.0598 -2.6694 -1.0477 0.171
N 9.491634 3.591937 -4.874515 0.6813 0.5199 -0.4492 0.095
H 10.082941 3.123740 -4.202759 0.9521 0.0256 0.3512 0.181
H 8.640146 3.075183 -4.707034 -1.0492 0.2162 -0.4247 0.170
C 10.070851 3.385584 -6.277830 0.1631 0.3111 1.1212 0.050
H 8.077103 6.440245 -3.346917 0.5878 -0.5977 0.4417 0.116
H 7.388728 4.787087 -3.845698 0.0622 0.1035 0.7119 0.094
H 7.608440 6.067215 -4.903671 0.1738 0.0275 -0.5846 0.102
H 11.084448 3.784474 -6.237655 0.0453 -0.3713 0.0791 0.106
H 9.548164 4.028803 -6.985750 -0.4073 -0.5952 0.0304 0.110
H 10.030207 2.302199 -6.390622 0.0703 0.3103 -0.7386 0.111
C 4.231897 0.325338 -11.910788 -0.1661 -1.0743 0.2809 -0.044
C 4.695622 -1.098649 -11.428766 0.8475 0.9443 -1.3305 -0.179
N 3.681006 -1.886511 -10.800896 -2.2264 -2.1667 3.0177 -0.064
C 2.425565 -2.223052 -11.384495 0.9518 -1.0484 3.8341 0.069
C 1.749649 -2.914030 -10.334094 1.2176 0.3093 -1.9158 0.021
N 2.641337 -3.118120 -9.269702 -2.7861 0.5888 -0.4362 -0.092
C 3.730412 -2.464691 -9.523406 1.6329 1.5545 -2.1961 0.003
C 2.171620 -3.757347 -8.004228 0.9814 -0.3616 0.1771 0.036
H 3.645608 0.789193 -11.117574 0.4617 0.2651 0.2110 0.080
H 3.557564 0.353514 -12.766698 0.1362 -0.5354 -0.1609 0.072
H 5.119520 0.889523 -12.197023 -0.1351 0.1087 0.2926 0.082
H 5.555706 -0.975407 -10.770602 -0.2904 -0.0874 0.3009 0.127
H 5.058176 -1.741998 -12.230489 0.1531 0.4195 -0.4080 0.132
H 2.335462 -2.032103 -12.443654 -0.7751 0.0940 0.2465 0.138
H 0.762964 -3.338551 -10.221642 0.0786 0.0788 -0.4951 0.131
H 4.555281 -2.442678 -8.826628 0.1599 0.3300 -0.2708 0.172
H 1.723195 -4.717231 -8.260455 -0.2850 0.3294 -0.0285 0.106
H 1.548943 -3.119086 -7.377351 -0.3159 0.1486 -0.6888 0.109
H 3.003168 -3.999841 -7.342554 0.3885 0.1128 -0.4153 0.102
C -6.899104 -6.634948 0.939336 0.4176 0.6230 0.7840 -0.045
C -5.385288 -6.430778 0.997960 0.1938 -0.1594 -1.1142 -0.162
N -4.816164 -6.652150 2.352297 1.3710 -1.2382 1.4802 -0.048
C -5.004347 -5.742875 3.349895 1.4557 0.4438 1.5436 -0.018
C -4.280773 -6.154312 4.463073 0.0265 -0.7713 -0.3483 0.015
N -3.664882 -7.376713 4.183355 -1.3607 1.1105 -3.2614 -0.076
C -4.030735 -7.656122 2.876007 -0.1205 1.0317 -0.0083 0.036
C -2.856146 -8.194176 5.111135 -0.6936 -0.4374 0.2434 0.025
H -7.261122 -6.395828 1.939269 -0.3625 -0.5354 0.0945 0.077
H -7.131911 -7.651099 0.621006 -0.3409 0.2787 0.1356 0.087
H -7.373503 -5.849813 0.350602 0.1243 -0.4094 -0.5105 0.093
H -5.098844 -5.440544 0.643716 -0.0683 0.3048 0.7092 0.129
H -4.892699 -7.033298 0.234799 0.2142 -0.5674 0.5324 0.124
H -5.402308 -4.758384 3.152912 -0.3988 -0.2526 0.1364 0.148
H -4.091232 -5.784050 5.459759 -0.3978 0.5323 -0.2503 0.137
H -3.702682 -8.460220 2.233968 0.0543 -0.2054 0.4532 0.159
H -1.950031 -8.623533 4.683704 -0.3345 0.1491 -0.4413 0.103
H -3.545143 -8.971348 5.441861 0.4041 -0.2312 0.1379 0.108
H -2.542748 -7.635037 5.992746 -0.2780 0.3753 -0.2791 0.105
C -8.100121 9.924886 -8.672271 -0.3452 -1.1941 -0.1340 -0.044
C -7.997243 8.522725 -7.997901 1.6667 0.2645 -3.4834 -0.199
N -7.805350 8.649176 -6.605234 -0.6232 -0.2292 2.9017 -0.057
C -8.878230 9.125456 -5.814513 1.5892 -1.0316 -0.4679 0.046
C -8.427051 9.048770 -4.536302 -0.5731 1.2045 0.8839 0.001
N -7.129893 8.641930 -4.503007 -2.2548 -1.2363 -5.0766 -0.123
C -6.777104 8.329565 -5.790150 -1.1002 0.7637 0.5099 0.049
C -6.309139 8.508356 -3.405892 2.9183 0.0745 0.9693 -0.008
H -9.048944 10.411425 -8.446217 0.4430 0.4833 0.1162 0.077
H -8.015303 9.814254 -9.753312 -0.3892 -0.2362 -0.0363 0.084
H -7.162151 10.425011 -8.431045 -0.4934 0.5930 0.4924 0.087
H -7.116628 8.169513 -8.534432 0.7401 -0.2935 0.8867 0.123
H -8.646443 7.710850 -8.325752 -1.0066 0.5226 0.6745 0.140
H -9.806919 9.355469 -6.315556 0.0480 0.1499 0.4652 0.146
H -8.836721 9.390170 -3.597133 -0.4355 -0.1377 -0.2327 0.146
H -5.827764 7.895183 -6.066664 -0.1306 0.1242 -0.1535 0.172
H -5.490213 9.167954 -3.692937 0.1788 0.6997 1.3165 0.116
H -5.760651 7.567020 -3.439739 -0.7191 -0.4850 0.5551 0.117
H -6.831592 8.731253 -2.475597 0.4151 -0.0750 -0.1487 0.124
C 7.805955 -7.070450 -0.257370 -0.7443 -0.1385 0.1854 -0.063
C 8.960531 -6.388706 0.511150 0.1313 0.2466 -1.6134 -0.154
N 8.658318 -5.971067 1.852421 -1.4087 -0.4871 4.0670 -0.069
C 9.004211 -4.816046 2.550539 -0.8037 0.3087 1.2404 0.036
C 8.475689 -4.892112 3.860469 1.2252 -1.0172 -1.6388 0.021
N 7.955526 -6.138976 4.000237 -0.1858 -1.1982 -5.1080 -0.114
C 8.022960 -6.783855 2.737501 0.3790 2.0062 1.7968 0.042
C 7.331974 -6.706343 5.156143 0.4210 0.2195 0.8698 0.010
H 6.870485 -6.525517 -0.130764 0.0956 0.3846 0.0910 0.082
H 7.522699 -8.095172 -0.016924 0.5740 -0.1291 0.6097 0.072
H 7.940725 -7.134060 -1.337136 0.6214 0.4157 0.0920 0.085
H 9.164622 -5.445345 0.004680 0.3234 -0.2117 -0.2597 0.134
H 9.869346 -6.987503 0.571125 -0.0534 -0.0115 -0.3124 0.139
H 9.583223 -4.012160 2.120528 -0.1921 -0.1265 -0.1414 0.137
H 8.486070 -4.315323 4.773495 0.3463 0.6528 -0.5076 0.148
H 7.602686 -7.741123 2.466571 0.0675 0.0605 0.3235 0.158
H 8.153515 -7.067311 5.774907 -0.3475 -0.7637 0.0559 0.115
H 6.609180 -7.443128 4.805719 0.1203 -0.0030 0.6232 0.109
H 6.908589 -5.903820 5.760137 -0.5167 -0.1138 -0.2799 0.113
C -5.483119 1.611572 6.851237 -0.2096 0.6230 -0.0005 -0.066
C -6.896916 2.019091 7.293140 1.3709 0.5285 0.5899 -0.114
N -6.782206 2.259137 8.788545 0.0615 -1.4952 0.6699 -0.034
C -7.320026 3.299320 9.467287 -0.1284 1.8014 0.0916 -0.034
C -7.061587 3.206173 10.799065 -0.8326 -0.8425 -0.4013 -0.004
N -6.460531 1.987604 10.979491 0.4801 -0.4747 -2.2916 -0.092
C -6.215841 1.440330 9.725767 -1.2320 1.3075 1.6578 0.036
C -6.076160 1.362775 12.257317 0.6265 0.0680 -1.0503 0.036
H -5.116428 0.715334 7.351631 -0.2495 -0.3902 -0.7015 0.071
H -4.766351 2.368028 7.170789 -0.2014 0.3182 0.1546 0.089
H -5.421858 1.666263 5.764334 0.0294 -0.8276 0.0468 0.089
H -7.736693 1.376699 7.028161 0.3287 -0.4762 0.4904 0.129
H -7.138720 2.961992 6.802682 0.0491 0.2434 0.4831 0.124
H -7.762695 4.159407 8.986974 -0.0844 -0.3010 -0.2250 0.143
H -7.433469 3.847114 11.584752 0.3356 -0.1540 0.0663 0.146
H -5.679479 0.505771 9.652972 -0.1729 0.1250 -0.5024 0.160
H -5.503422 0.485932 11.955304 0.0194 -0.0453 0.4472 0.099
H -6.953577 1.055543 12.826407 0.1575 0.3196 0.0196 0.110
H -5.405198 2.079260 12.731190 -0.2637 -0.3003 0.4889 0.113
Cl 5.946096 -0.623415 -3.233601 -0.0907 -0.0033 -0.1157 -0.992
C 7.384507 3.871598 3.414686 -3.7256 0.6243 -0.1457 -0.655
F 7.645926 3.321009 2.228891 0.5472 -1.1598 -0.0751 0.091
F 7.596839 3.013907 4.450603 0.1400 0.5061 -1.1535 0.098
F 8.157232 4.908620 3.511852 1.3919 1.0844 0.7267 0.142
S 5.471658 4.479476 3.275993 -0.1111 0.9310 -0.2345 0.455
O 4.786904 3.219950 3.201096 -0.3000 -1.5520 0.0301 -0.387
O 5.183993 5.233274 4.488579 0.8273 -0.1988 -0.6690 -0.354
O 5.328768 5.226427 2.007865 1.1181 -0.4139 1.2605 -0.389
C 3.311102 -0.739677 9.789621 -4.1582 0.3849 -1.2281 -0.558
F 3.463290 0.370969 8.992431 0.6007 -1.1442 1.2835 0.075
F 4.282605 -1.620464 9.539567 0.2683 1.1292 1.2232 0.115
F 3.082996 -0.306360 11.088617 1.8175 -0.8590 -1.6151 0.068
S 1.633181 -1.608752 9.237585 0.9696 -1.6899 -0.9396 0.461
O 1.737383 -2.951642 9.841835 0.1067 1.3266 -0.3098 -0.390
O 0.527546 -0.816617 9.712717 0.0352 0.5523 0.4025 -0.362
O 1.751389 -1.631967 7.766590 0.1768 0.1431 0.9415 -0.409
C -9.872476 2.323917 -0.532755 3.0781 -2.3510 -2.1900 -0.679
F -10.444170 2.901278 -1.600679 -0.1688 0.5970 0.8329 0.109
F -9.100513 3.175028 0.152053 -0.8837 0.8304 0.3250 0.100
F -10.765314 1.753440 0.223968 -0.9639 0.3064 0.7651 0.155
S -8.628197 0.983210 -1.206565 -1.4759 -2.1504 -1.8696 0.455
O -8.389525 0.055703 -0.113255 -0.5607 0.2931 0.5274 -0.381
O -9.359478 0.377802 -2.358139 0.6794 1.1518 1.8351 -0.389
O -7.425526 1.667776 -1.593241 0.4823 1.3214 -0.1814 -0.369
```
Forces are in eV/Å.

## Properties
Strongest force on any atom (eV/Å): 5.69
E_LUMO (eV): -4.8832
HOMO-LUMO gap (eV): 5.00
Total charge: +3
HOMO (eV): -9.8819
E_tot (eV): -151450.210